# 1
5 unconnected molecules or ions with the total composition C11H33O6 in a non-equilibrium geometry, computed with wB97M-V/def2-TZVPD.

Last column: Mulliken charge in e.
Positions of all 50 atoms, in Å:
O (0.323, 0.389, -0.267)  0.094
H (1.060, 0.283, -0.683)  0.288
H (-0.434, 0.140, -0.879)  0.288
H (0.113, -0.042, 0.518)  0.316
C (-0.711, -2.247, -2.924)  -0.568
C (-1.953, -2.333, -1.957)  -0.053
O (-3.050, -2.706, -2.668)  -0.590
O (0.432, -1.641, -2.339)  -0.421
H (-1.011, -1.734, -3.815)  0.386
H (-0.573, -3.152, -3.282)  0.544
H (-2.155, -1.458, -1.580)  -0.039
H (-2.106, -2.990, -1.096)  0.271
H (-3.918, -2.629, -2.216)  0.324
H (1.296, -1.789, -2.917)  0.237
C (0.704, 0.559, 3.090)  -1.500
C (-0.005, -0.869, 3.121)  0.700
C (-1.238, -0.757, 3.895)  -1.441
O (-0.193, -1.359, 1.848)  -0.552
H (0.202, 1.249, 2.490)  0.271
H (1.608, 0.838, 2.702)  0.370
H (0.714, 0.896, 4.124)  0.403
H (0.736, -1.425, 3.666)  0.377
H (-1.653, -1.644, 4.045)  0.515
H (-1.820, -0.044, 3.383)  0.206
H (-1.132, -0.573, 5.033)  0.373
H (-0.319, -2.235, 1.999)  0.261
C (-2.099, 2.174, 0.971)  -1.543
C (-2.691, 2.191, -0.406)  0.661
C (-2.722, 3.641, -1.022)  -1.402
O (-2.147, 1.238, -1.280)  -0.374
H (-2.739, 2.836, 1.514)  0.517
H (-1.185, 2.474, 0.996)  0.443
H (-2.070, 1.245, 1.403)  0.214
H (-3.832, 1.974, -0.056)  0.096
H (-3.085, 4.353, -0.348)  0.409
H (-3.131, 3.569, -2.016)  0.444
H (-1.592, 3.902, -1.386)  0.249
H (-2.525, 1.426, -2.147)  0.267
C (3.971, 0.487, 0.296)  -1.227
C (3.723, -0.192, -1.094)  0.515
C (3.731, -1.683, -1.132)  -1.151
O (2.572, 0.286, -1.856)  -0.774
H (4.934, 0.100, 0.610)  0.455
H (3.304, 0.474, 1.128)  0.187
H (4.247, 1.531, 0.088)  0.341
H (4.566, 0.050, -1.834)  0.358
H (4.671, -2.189, -0.824)  0.383
H (3.548, -2.040, -2.083)  0.330
H (2.800, -1.867, -0.403)  0.132
H (2.834, 1.294, -2.412)  0.411

Properties
- Kohn-Sham gap (Eh) = 0.3711
- net charge = +1
- molar mass (g mol⁻¹) = 261.4
- lowest unoccupied orbital energy (hartree) = -0.0925

***

# 2
6 unconnected molecules or ions with the total composition C11H34N3O9 in a non-equilibrium geometry, computed with wB97M-V/def2-TZVPD.

Last column: Mulliken charge in e.
Positions of all 57 atoms, in Å:
O (-1.382, 1.474, 0.314)  -0.313
H (-0.490, 1.080, 0.386)  -0.223
C (3.713, -4.343, -2.997)  -3.810
C (3.801, -3.183, -2.091)  0.625
C (2.471, -2.876, -1.456)  -1.354
O (2.638, -1.605, -0.732)  -0.192
C (1.328, -1.064, -0.508)  -0.133
N (4.785, -3.497, -1.035)  -1.127
H (3.010, -4.144, -3.806)  1.236
H (3.525, -5.234, -2.397)  0.209
H (4.592, -4.640, -3.568)  1.021
H (4.288, -2.375, -2.638)  0.320
H (2.082, -3.699, -0.856)  0.485
H (1.747, -2.742, -2.260)  0.330
H (0.655, -1.849, -0.165)  0.279
H (0.887, -0.759, -1.457)  0.379
H (1.287, -0.223, 0.185)  -0.309
H (4.267, -4.122, -0.434)  0.516
H (5.417, -4.186, -1.415)  0.582
C (-3.084, 2.961, 2.717)  -0.408
C (-3.687, 3.415, 1.372)  -0.479
O (-3.742, 2.396, 0.423)  -0.565
O (-1.698, 2.703, 2.546)  -0.621
H (-3.522, 2.052, 3.132)  0.247
H (-3.156, 3.709, 3.506)  0.364
H (-3.209, 4.297, 0.946)  0.208
H (-4.731, 3.690, 1.524)  0.363
H (-2.852, 2.053, 0.313)  0.818
H (-1.644, 2.206, 1.727)  0.161
C (-2.656, -1.812, 1.063)  -0.628
C (-2.829, -1.549, -0.461)  -0.517
O (-3.324, -0.255, -0.616)  -0.545
O (-1.574, -1.122, 1.635)  -0.498
H (-2.592, -2.898, 1.137)  0.436
H (-3.595, -1.659, 1.596)  0.319
H (-3.559, -2.299, -0.768)  0.361
H (-1.924, -1.696, -1.049)  0.141
H (-2.635, 0.337, -0.305)  0.213
H (-1.754, -0.216, 1.372)  0.265
C (-0.663, 2.127, -2.930)  -0.303
C (0.028, 3.132, -2.079)  -0.577
O (-0.934, 3.668, -1.189)  -0.580
O (-0.858, 0.903, -2.298)  -0.449
H (0.079, 1.906, -3.697)  0.414
H (-1.572, 2.527, -3.379)  0.211
H (0.496, 3.945, -2.633)  0.384
H (0.848, 2.668, -1.531)  0.176
H (-1.123, 2.873, -0.685)  0.528
H (-1.205, 1.223, -1.462)  0.206
C (2.088, 0.668, 2.927)  0.664
O (2.843, 0.383, 2.017)  -0.666
N (2.419, 0.785, 4.193)  -0.437
N (0.858, 0.964, 2.890)  0.067
H (3.385, 0.591, 4.418)  0.282
H (1.706, 1.140, 4.813)  0.151
H (0.375, 1.210, 3.742)  0.189
H (0.377, 0.965, 2.002)  -0.416

Properties
- Kohn-Sham gap (alpha / beta) (Eh) = 0.0534 / 0.3013
- 2S+1 = 2
- net charge = -2
- molar mass (g mol⁻¹) = 352.4
- lowest unoccupied orbital energy (alpha / beta) (hartree) = 0.1666 / 0.1634

***

# 3
6 unconnected molecules or ions with the total composition C11H35O6 in a non-equilibrium geometry, computed with wB97M-V/def2-TZVPD.

Last column: Mulliken charge in e.
Positions of all 52 atoms, in Å:
O (-0.142, 0.659, -0.405)  -0.259
H (-0.606, 1.630, -0.157)  0.526
H (0.485, 0.429, 0.438)  0.196
H (-0.814, -0.021, -0.303)  0.422
C (-1.813, 3.795, 1.033)  -0.626
O (-0.909, 3.264, 0.113)  -0.517
H (-1.229, 3.688, 2.071)  0.236
H (-2.467, 3.039, 0.950)  0.289
H (-2.147, 4.738, 0.803)  0.305
H (-0.071, 3.924, 0.146)  0.329
C (-2.916, 1.349, -3.292)  -0.940
O (-2.458, 1.912, -2.121)  -0.365
H (-2.282, 0.852, -3.858)  0.376
H (-3.263, 2.118, -3.874)  0.451
H (-3.959, 0.762, -3.237)  0.224
H (-2.567, 2.886, -2.131)  0.275
C (-0.325, -2.121, -1.774)  -1.888
C (-1.862, -2.057, -1.525)  0.834
C (-2.385, -3.497, -1.205)  -1.949
O (-1.961, -1.263, -0.479)  -0.542
H (0.279, -1.943, -1.094)  0.492
H (0.105, -1.216, -2.157)  0.665
H (-0.006, -2.937, -2.430)  0.378
H (-2.471, -1.742, -2.405)  0.152
H (-1.773, -3.955, -0.519)  0.503
H (-2.147, -4.138, -1.913)  0.597
H (-3.453, -3.605, -1.097)  0.408
H (-2.804, -1.347, -0.156)  0.225
C (4.432, -0.335, 0.325)  -1.222
C (3.710, 0.893, -0.188)  0.263
C (3.168, 0.804, -1.726)  -0.915
O (2.541, 1.199, 0.630)  -0.329
H (5.288, -0.541, -0.252)  0.439
H (3.703, -1.271, 0.525)  0.072
H (4.996, -0.188, 1.199)  0.424
H (4.253, 1.891, -0.266)  0.389
H (2.347, 1.750, -1.899)  0.156
H (2.877, -0.283, -1.901)  0.174
H (3.979, 0.952, -2.537)  0.398
H (2.874, 1.906, 1.167)  0.206
C (-0.728, -1.028, 3.998)  -1.478
C (0.541, -0.734, 2.966)  0.129
C (0.745, -1.855, 1.920)  -0.811
O (0.412, 0.509, 2.314)  -0.389
H (-0.650, -1.656, 4.570)  0.760
H (-1.793, -1.235, 3.534)  0.208
H (-0.881, -0.005, 4.620)  0.241
H (1.321, -0.769, 3.422)  0.674
H (1.591, -1.637, 1.369)  -0.022
H (-0.098, -1.928, 1.318)  0.052
H (0.898, -2.763, 2.478)  0.551
H (0.447, 1.140, 2.977)  0.232

Properties
- Kohn-Sham gap (Eh) = 0.3876
- net charge = +1
- molar mass (g mol⁻¹) = 263.4
- lowest unoccupied orbital energy (hartree) = -0.0940

***

# 4
A molecular structure, C11H36BCuNOP2Si in a non-equilibrium geometry, computed with wB97M-V/def2-TZVPD.

Last column: Mulliken charge in e.
Positions of all 54 atoms, in Å:
Cu (-0.679, -0.885, 0.609)  -0.350
H (0.557, 0.326, -2.705)  0.096
H (-1.352, -0.363, -1.506)  -0.456
P (-0.154, -2.711, -0.526)  1.217
P (0.245, 2.976, -1.428)  1.063
C (1.813, 3.508, -0.745)  -1.169
H (1.967, 4.579, -0.941)  0.402
H (1.850, 3.271, 0.329)  0.342
H (2.604, 2.938, -1.262)  0.426
C (-0.235, 3.871, -2.908)  -1.146
H (-1.326, 3.843, -3.026)  0.381
H (0.106, 4.913, -2.824)  0.404
H (0.227, 3.393, -3.782)  0.398
C (-1.057, 2.919, -0.183)  -0.629
H (-0.717, 2.354, 0.697)  -0.266
H (-1.322, 3.948, 0.129)  0.497
H (-1.964, 2.425, -0.570)  0.312
C (0.743, -2.787, -2.118)  -1.200
H (1.109, -3.806, -2.327)  0.448
H (0.108, -2.490, -2.963)  0.255
H (1.609, -2.109, -2.084)  0.323
C (0.927, -3.784, 0.470)  -1.299
H (0.637, -3.737, 1.526)  0.291
H (0.844, -4.823, 0.128)  0.493
H (1.967, -3.442, 0.377)  0.330
C (-1.582, -3.801, -0.858)  -1.369
H (-1.997, -3.639, -1.867)  0.325
H (-1.297, -4.859, -0.760)  0.411
H (-2.362, -3.590, -0.109)  0.383
C (-2.359, -0.414, 0.557)  0.380
O (-3.424, 0.050, 0.442)  -0.414
H (-2.163, -1.047, -2.773)  0.367
H (-2.344, 0.575, -2.451)  0.398
H (-0.628, 1.165, -4.071)  -0.246
H (-0.146, -0.783, -4.181)  -0.127
B (-0.411, 0.142, -3.472)  0.131
N (-1.669, -0.195, -2.503)  -0.017
H (0.484, 1.631, -1.809)  -0.479
C (-0.532, 1.387, 3.386)  -1.031
Si (0.702, 0.004, 3.046)  -0.054
C (2.237, 0.347, 4.094)  -0.978
C (0.011, -1.649, 3.623)  -1.012
C (1.036, -0.081, 1.197)  -0.044
H (-0.762, 1.393, 4.465)  0.374
H (-1.471, 1.252, 2.826)  0.356
H (-0.100, 2.360, 3.106)  0.292
H (1.945, 0.311, 5.157)  0.299
H (3.014, -0.407, 3.896)  0.321
H (2.643, 1.341, 3.856)  0.288
H (-0.839, -1.976, 3.004)  0.297
H (0.793, -2.421, 3.565)  0.277
H (-0.326, -1.548, 4.667)  0.381
H (1.191, 0.889, 0.690)  -0.339
H (1.849, -0.766, 0.910)  0.665

Properties
- Kohn-Sham gap (alpha / beta) (Eh) = 0.2171 / 0.2629
- 2S+1 = 3
- net charge = +1
- molar mass (g mol⁻¹) = 362.8
- lowest unoccupied orbital energy (alpha / beta) (hartree) = -0.0842 / -0.1836